[1]
C21H40CeCl3N2O4Si | ωB97M-V with the def2-TZVPD basis set

Element x y z (Å)
Ce 2.12566 1.50106 0.31048
Cl -0.64054 1.17171 -0.34285
Cl 3.99680 2.94339 1.20865
Cl 3.45114 1.63917 -1.78778
Si -1.31690 1.48997 -3.51120
O -1.28940 -0.18537 -3.17549
O 2.52600 -0.93517 -0.14355
O 1.50146 0.00208 2.30458
O 1.12627 3.40756 2.14476
N 3.05690 -2.46071 -1.81148
N 0.24323 5.48541 2.53654
C 2.77878 -2.09239 -0.55078
C 3.59078 -3.80587 -1.98709
C 2.81469 -1.70777 -3.04800
C -0.47409 -2.53751 -1.39831
C 0.23237 4.24789 2.02425
C 0.12375 -0.14905 2.64805
C -0.94968 6.30288 2.39932
C -2.33496 2.66450 -2.41848
C -1.90582 -2.69491 -5.59877
C -0.16216 3.20611 -3.92646
C -1.74354 -2.13709 -1.70743
C -1.61667 0.94890 -5.32602
C -1.91419 -1.66078 -3.13378
C -0.09224 -4.96475 -4.69655
C -2.34818 -2.67344 0.59496
C -2.73566 -2.24195 -0.68785
C -1.07854 -3.20019 0.83142
C -1.42746 -2.83854 -4.15378
C -0.13684 -3.20247 -0.20501
C 1.41112 6.14498 3.18805
C -0.79218 -4.00158 -3.79356
H 1.77330 -1.38899 -3.16530
H 3.04349 -2.38304 -3.87550
H 2.80249 -4.53902 -2.22853
H -0.45178 0.29524 1.83812
H -0.71364 -4.33179 -2.74401
H 1.94456 6.80880 2.47606
H -2.79809 -2.04302 -5.63958
H -0.20572 -1.18154 2.79565
H -3.77506 -1.95374 -0.83840
H 0.46785 -5.69052 -4.10120
H 0.84284 -3.66919 -0.14860
H 0.65414 -4.43733 -5.30552
H -3.01903 -2.62960 1.44039
H -2.34161 0.09926 -5.26010
H -1.23670 6.67559 3.39014
H 0.96171 6.77448 3.95536
H 2.08592 5.40793 3.63141
H -1.06218 -2.20757 -6.08633
H -2.99463 3.39438 -2.84131
H -0.75721 -3.52128 1.83218
H 2.78527 -2.96924 0.11614
H -1.74263 5.68741 1.97155
H 0.58634 3.09141 -4.69703
H -0.70807 4.04677 1.45087
H 3.45793 -0.83439 -3.10881
H -0.75144 4.11263 -4.21410
H 0.36855 3.52887 -3.06273
H 1.90572 -0.88220 2.25342
H -2.17005 -3.62648 -6.16484
H -0.08073 0.38756 3.56461
H -0.59345 0.51390 -5.57171
H -2.96610 -1.44736 -3.40778
H -1.89284 1.64228 -6.07751
H -2.94198 2.05388 -1.74582
H -0.76548 7.16542 1.74414
H 0.28751 -2.45093 -2.19230
H -1.66884 3.24118 -1.76149
H 4.06632 -4.13306 -1.06014
H 4.32573 -3.82346 -2.80300
H -0.74848 -5.51419 -5.38105

The HOMO energy (spin up / spin down) comes out at -0.3038 / -0.3038 Eh. The LUMO energy (spin up / spin down) is 0.20 / 0.20 eV. Its relative energy (zero: lowest compared OMol25 entry of this formula, charge and spin) is 0.0 kcal per mole. The frontier orbital gap (spin up / spin down) is 8.46 / 8.47 eV. For the energy, the calculation gives -91972.6590 eV. The spin multiplicity is 2.



[2]
C21H40Cl3N4O4SiY | ωB97M-V with the def2-TZVPD basis set

Element x y z (Å)
Y 0.24196 0.63773 0.65515
Cl -0.91458 1.62601 -3.44994
Cl 1.56289 1.96032 -1.09439
Cl -2.34540 0.99506 1.01026
Si -0.46773 3.69000 -3.39270
O 2.41312 -0.22488 0.66770
O 0.69542 -0.34304 2.77813
O -0.34733 -1.26322 -0.33076
O 0.38099 2.60788 2.01816
N -1.19578 -0.12385 4.05002
N 0.87255 -0.35073 5.06178
N 2.76991 -1.98134 -0.77941
N -0.21556 4.72616 2.63070
C -0.86894 -5.27354 2.78469
C -0.60238 -4.26483 -1.80844
C -2.11885 -4.91011 2.26789
C 0.28475 -4.61498 2.35066
C -1.21519 -2.32458 -0.35815
C 0.95610 4.90509 3.48735
C 2.91394 -1.34108 0.39730
C 0.14246 -0.25955 3.91149
C -1.13158 -3.02802 -1.70553
C 2.35172 -1.36404 -2.03322
C -1.17231 5.83024 2.54773
C 3.19682 -3.37317 -0.86622
C -0.34518 -4.97884 -3.09509
C 1.30286 4.25126 -3.29172
C -1.04516 -3.27579 0.84242
C -1.60359 4.18609 -1.97100
C -2.20519 -3.88912 1.31830
C -1.60490 -2.18747 -2.85139
C -0.97214 4.68746 -4.90911
C 0.19102 -3.58541 1.40985
C -0.38478 3.60825 1.93409
H -2.64729 -1.85738 -2.70099
H -1.46169 6.13599 3.56420
H 3.53548 -1.88799 1.14029
H 1.66439 5.60149 3.00898
H 1.91818 3.63254 -2.64021
H -0.99151 -1.27662 -2.93398
H -1.14171 -5.70814 -3.30212
H 1.38856 -1.77753 -2.34580
H -0.79100 -6.05879 3.53783
H -3.17165 -3.59891 0.88982
H -0.27545 -4.30264 -3.96028
H -1.36602 5.19984 -1.62534
H -2.64173 4.17583 -2.33166
H -1.75421 0.07341 3.20156
H -1.97652 4.46461 -5.28702
H 1.78878 4.28331 -4.26759
H -3.02308 -5.43387 2.59471
H 3.08024 -1.61090 -2.81221
H 0.58559 -5.56389 -3.03903
H -0.72511 6.69222 2.02394
H 0.43214 -0.18893 5.96662
H -0.26387 4.57684 -5.74279
H 2.26809 -0.28520 -1.91282
H -1.26766 3.60051 1.27232
H -1.54277 0.15099 4.96006
H 1.43752 3.93619 3.66575
H -0.95216 5.75375 -4.62421
H -1.54787 -2.74516 -3.79099
H 1.26948 -4.91001 2.71285
H -1.51899 3.48306 -1.13351
H 3.76886 -3.53968 -1.79190
H 3.81955 -3.60104 0.01396
H 1.06454 -3.02171 1.07943
H -2.26080 -1.94667 -0.31923
H 1.32441 5.26706 -2.88611
H -2.05379 5.46881 1.99702
H -0.30486 -4.81196 -0.90669
H 1.87315 -0.42302 4.97788
H 0.61626 5.35062 4.43139
H 2.32457 -4.05093 -0.87072

The HOMO energy comes out at -0.2910 Eh. The LUMO energy is 0.10 eV. Its relative energy (zero: lowest compared OMol25 entry of this formula, charge and spin) is 0.0 kcal per mole. The frontier orbital gap is 8.02 eV. For the energy, the calculation gives -83074.7506 eV.



[3]
C21H40Cl4N4 | ωB97M-V with the def2-TZVPD basis set

Element x y z (Å)
Cl -1.87745 0.47670 1.64693
Cl 0.90118 1.06664 1.10018
Cl 0.05398 -1.66237 1.51811
Cl -0.71916 -0.26689 -0.86602
N 1.06012 3.62537 5.21125
N -1.43139 5.57496 -1.41286
N -1.66664 -3.37981 -4.48115
N 2.95672 -6.04958 -0.65582
C -1.01059 -2.08102 -4.43353
C -2.58146 4.83280 -1.33114
C 1.59426 -4.31585 -0.77289
C 0.84474 2.34859 4.53623
C 2.50184 -5.05962 -1.48247
C -0.79870 -4.32509 -3.76463
C 0.25181 4.68452 4.62449
C -2.22718 3.51939 -1.39368
C -0.35646 4.74079 -1.54606
C 0.40611 6.00741 5.33759
C -0.38937 -0.08842 0.88557
C -1.73290 -0.98414 -5.23811
C 3.28832 4.20869 4.17853
C 2.45127 3.93606 5.44070
C -2.96775 -3.29405 -3.82403
C -0.81465 3.45286 -1.52768
C 2.32161 -5.98116 0.55238
C 0.29342 -4.88116 -4.65682
C 1.46868 -4.90698 0.51215
C -3.84255 -4.53264 -3.94688
C 1.26766 1.18053 5.41172
H -4.67844 -4.38345 -3.25841
H 0.34500 5.91216 6.42318
H 0.63436 5.16328 -1.52138
H 2.87344 -4.97435 -2.48873
H 1.37564 6.47062 5.13152
H 2.34563 1.01862 5.34183
H -3.34290 -5.44734 -3.63261
H -2.84707 -3.03795 -2.74995
H 0.03054 -2.16033 -4.73710
H 3.55187 -6.79220 -0.97610
H -3.51646 -2.42793 -4.19831
H -2.51803 -0.51110 -4.65885
H 1.02381 1.39910 6.45079
H 0.43885 4.76802 3.54029
H 0.78440 0.24101 5.14255
H -4.23517 -4.69048 -4.95006
H -0.07898 -5.13459 -5.64778
H -0.22495 2.55757 -1.61869
H -0.36103 6.72987 5.05530
H -3.53567 5.31250 -1.19971
H 2.50628 4.81218 6.08613
H -1.36708 -5.14371 -3.33140
H 4.32359 4.41694 4.45743
H 1.15698 -3.38223 -1.08900
H -1.01712 -1.68472 -3.39844
H -1.37412 6.56821 -1.28120
H -2.17444 -1.44337 -6.12910
H 2.52271 -6.71573 1.31269
H 2.88383 5.07823 3.65416
H -0.79163 4.37791 4.74655
H 1.33002 2.40047 3.55174
H -0.99679 -0.28339 -5.62862
H 1.17143 -4.23462 -4.72967
H -0.23040 2.30914 4.34055
H 0.94720 -4.49478 1.35954
H -2.88005 2.66524 -1.31560
H 3.34290 3.38108 3.46912
H 0.71761 -5.79741 -4.22893
H 2.94001 3.13214 5.99380
H -0.32125 -3.82112 -2.90962

The HOMO energy comes out at -0.2963 Eh. The LUMO energy is 0.41 eV. The frontier orbital gap is 8.47 eV. For the energy, the calculation gives -78474.2135 eV.